23
Properties=species:S:1:pos:R:3:lowdin_charge:R:1 method="wB97M-V/def2-TZVPD" molar_mass_g_mol=130.2 spin_multiplicity=1 e_homo_ev=-9.731 e_tot_ev=-11579.9145 homo_lumo_gap_ev=10.725 smiles="C=C[C@](C)(O)OCCC" largest_force_ev_per_a=2.02
C -1.906 -1.396 -0.374 0.036
C -0.588 -1.257 -0.487 -0.107
C 0.106 -0.096 -1.161 -0.594
C -0.518 0.227 -2.526 0.008
O 1.447 -0.489 -1.325 0.015
O 0.088 1.127 -0.419 -0.084
C -0.433 1.146 0.884 -0.192
C 0.288 0.157 1.909 -0.210
C 1.790 0.403 1.952 -0.104
H -2.339 -2.291 0.039 0.061
H -2.602 -0.627 -0.667 0.066
H 0.087 -2.056 -0.221 0.120
H -1.558 0.510 -2.408 0.080
H -0.448 -0.644 -3.174 0.093
H 0.018 1.061 -2.975 0.088
H 1.935 0.260 -1.683 0.109
H -0.302 2.182 1.208 0.125
H -1.497 0.874 0.885 0.103
H 0.094 -0.908 1.788 0.086
H -0.163 0.410 2.867 0.101
H 2.253 0.118 1.011 0.058
H 2.003 1.459 2.122 0.075
H 2.247 -0.170 2.755 0.068